Formula: C3H7NO
Source: OMol25
Level of theory: ωB97M-V/def2-TZVPD

Its structure (SMILES) is C=C=C.NO. Its LUMO energy is 1.1 eV. The energy above the lowest of the compared OMol25 structures with the same formula, charge and spin comes out at 455.3 kJ/mol. The value obtained for the frontier orbital gap is 9.98 eV. The total energy is -6758.03152 eV.

The geometry in XYZ format:
```
12
Properties=species:S:1:pos:R:3:mulliken_charge:R:1
C -0.69889 1.32456 0.00429 -0.785
C -1.44453 0.25276 0.13270 0.365
C -2.19628 -0.80072 0.15292 -0.718
H -0.60402 1.83391 -0.94328 0.328
H -0.26834 1.80829 0.86848 0.260
H -1.78846 -1.79450 0.04713 0.289
H -3.26689 -0.72295 0.27136 0.267
N 2.39896 -0.20013 0.20768 -0.460
O 1.26461 -0.78314 -0.41287 -0.357
H 2.90936 -0.92887 0.70884 0.232
H 3.14607 0.08321 -0.42734 0.217
H 0.54841 -0.07241 -0.60992 0.362
```

***

Formula: C3H7NO
Source: OMol25
Level of theory: ωB97M-V/def2-TZVPD

Its structure (SMILES) is C=C(N)OC. Its LUMO energy is 1.1 eV. The energy above the lowest of the compared OMol25 structures with the same formula, charge and spin comes out at 157.1 kJ/mol. The value obtained for the frontier orbital gap is 9.13 eV. The total energy is -6761.12222 eV.

The geometry in XYZ format:
```
12
Properties=species:S:1:pos:R:3:mulliken_charge:R:1
C -0.29299 0.81064 1.08508 -0.925
C -0.53407 0.29413 -0.12575 0.708
N -1.33866 0.89370 -1.08894 -0.494
O 0.00991 -0.87748 -0.56342 -0.360
C 1.31629 -1.15231 -0.06944 -0.715
H -0.60948 1.81173 1.33913 0.253
H 0.19056 0.21371 1.84479 0.212
H -2.12091 1.39984 -0.69931 0.243
H -1.59699 0.31015 -1.87141 0.257
H 1.38320 -1.10680 1.02221 0.279
H 1.56103 -2.16552 -0.38861 0.218
H 2.03211 -0.43180 -0.48431 0.324
```

***

Formula: C3H7NO
Source: OMol25
Level of theory: ωB97M-V/def2-TZVPD

Its LUMO energy is 0.5 eV. The energy above the lowest of the compared OMol25 structures with the same formula, charge and spin comes out at 522.3 kJ/mol. The value obtained for the frontier orbital gap is 9.85 eV. The total energy is -6757.33760 eV.

The geometry in XYZ format:
```
12
Properties=species:S:1:pos:R:3:mulliken_charge:R:1
O 2.06198 0.57139 0.20972 -0.423
C 1.21287 -0.39281 -0.25069 -0.711
C -0.21446 -0.10054 -0.61769 0.176
C -1.31561 -0.16735 0.37217 -0.376
N -0.78096 1.11302 -0.04700 -0.491
H 1.61014 0.47589 1.08694 0.409
H 0.92863 -0.78309 1.29022 0.066
H 1.69558 -0.95592 -1.09277 0.262
H -0.48229 -0.38875 -1.63407 0.378
H -1.03867 -0.45865 1.38675 0.213
H -2.29550 -0.48201 0.02194 0.259
H -1.38172 1.56883 -0.72552 0.239
```

***

Formula: C3H7NO
Source: OMol25
Level of theory: ωB97M-V/def2-TZVPD

Its structure (SMILES) is [H]/N=C(\C)OC. Its LUMO energy is 1.0 eV. The energy above the lowest of the compared OMol25 structures with the same formula, charge and spin comes out at 95.0 kJ/mol. The value obtained for the frontier orbital gap is 11.03 eV. The total energy is -6761.76568 eV.

The geometry in XYZ format:
```
12
Properties=species:S:1:pos:R:3:mulliken_charge:R:1
H 0.62802 -1.17238 1.79459 0.217
N 0.09323 -0.39266 1.41911 -0.711
C 0.31807 -0.26205 0.17691 0.773
C 1.19803 -1.09796 -0.71495 -0.987
O -0.26794 0.71241 -0.54650 -0.346
C -1.34520 1.40180 0.07551 -0.640
H 0.67259 -1.28825 -1.65394 0.272
H 1.44448 -2.05032 -0.24029 0.362
H 2.12515 -0.56907 -0.95585 0.249
H -2.22277 0.74702 0.10304 0.275
H -1.09605 1.70078 1.09512 0.306
H -1.54761 2.27068 -0.55274 0.230
```

***

Formula: C3H7NO
Source: OMol25
Level of theory: ωB97M-V/def2-TZVPD

Its structure (SMILES) is CC=O.C=N. Its LUMO energy is 0.8 eV. The energy above the lowest of the compared OMol25 structures with the same formula, charge and spin comes out at 242.7 kJ/mol. The value obtained for the frontier orbital gap is 10.82 eV. The total energy is -6760.23499 eV.

The geometry in XYZ format:
```
12
Properties=species:S:1:pos:R:3:mulliken_charge:R:1
C 0.51234 1.61318 0.27997 -0.883
C 0.82360 0.39234 -0.53688 0.167
O 1.71214 -0.43320 -0.21804 -0.520
H -0.56222 1.80916 0.23411 0.315
H 0.81253 1.45640 1.31892 0.279
H 1.03449 2.47689 -0.13715 0.324
H 0.48784 0.44178 -1.58470 0.349
C -0.68471 -1.50006 0.41775 -0.405
N -1.77607 -1.10052 -0.15585 -0.520
H 0.03962 -2.19832 -0.08221 0.284
H -0.46799 -1.31919 1.48118 0.356
H -1.93158 -1.63844 -1.01711 0.255
```

***

Formula: C3H7NO
Source: OMol25
Level of theory: ωB97M-V/def2-TZVPD

Its structure (SMILES) is N[C@@H]1C[C@H]1O. Its LUMO energy is 0.8 eV. The energy above the lowest of the compared OMol25 structures with the same formula, charge and spin comes out at 270.6 kJ/mol. The value obtained for the frontier orbital gap is 10.17 eV. The total energy is -6759.94563 eV.

The geometry in XYZ format:
```
12
Properties=species:S:1:pos:R:3:mulliken_charge:R:1
N 1.60785 -0.45683 0.18448 -0.633
C 0.27461 -0.09788 -0.43051 -0.116
C -0.23951 1.22487 -0.02940 -0.665
C -0.82020 -0.06299 0.51159 -0.029
O -2.07315 -0.48910 -0.00862 -0.554
H 2.40421 -0.12202 -0.31977 0.217
H 1.74950 -1.52645 0.34175 0.223
H -0.01301 -0.42287 -1.44687 0.359
H -0.89113 1.88002 -0.61861 0.283
H 0.40000 1.74977 0.75975 0.226
H -0.59525 -0.21818 1.55622 0.349
H -1.80393 -1.45834 -0.50002 0.340
```

***

Formula: C3H7NO
Source: OMol25
Level of theory: ωB97M-V/def2-TZVPD

Its LUMO energy is 0.4 eV. The energy above the lowest of the compared OMol25 structures with the same formula, charge and spin comes out at 336.2 kJ/mol. The value obtained for the frontier orbital gap is 9.78 eV. The total energy is -6759.26572 eV.

The geometry in XYZ format:
```
12
Properties=species:S:1:pos:R:3:mulliken_charge:R:1
C 1.21474 -1.60729 0.37319 -0.441
N 0.28331 0.20287 0.96439 -0.554
C -0.24060 0.29686 -0.21795 0.736
O 0.07415 -0.62549 -1.02499 -0.613
C -1.18214 1.39091 -0.67040 -0.907
H 1.69098 -1.92352 -0.54960 0.259
H 0.43056 -2.27044 0.71830 0.272
H 1.93067 -1.33312 1.14094 0.253
H 0.06825 0.89999 1.67611 0.174
H -2.15462 0.95273 -0.91577 0.249
H -0.79230 1.85142 -1.58255 0.259
H -1.32301 2.16509 0.08834 0.315
```

***

Formula: C3H7NO
Source: OMol25
Level of theory: ωB97M-V/def2-TZVPD

As for the total charge: +1. Its LUMO energy (alpha / beta) is -6.4 / -9.8 eV. The energy above the lowest of the compared OMol25 structures with the same formula, charge and spin comes out at 228.9 kJ/mol. Its spin multiplicity is 2. The value obtained for the frontier orbital gap (alpha / beta) is 7.72 / 4.03 eV. The total energy is -6750.64784 eV.

The geometry in XYZ format:
```
12
Properties=species:S:1:pos:R:3:mulliken_charge:R:1
C 1.41484 -0.96312 -1.21582 -0.168
C 0.32409 -0.29019 -1.69265 -0.192
H 1.36916 -1.59968 -0.33823 0.303
H 2.35944 -0.86115 -1.74965 0.291
H -0.61731 -0.84767 -1.74756 0.338
H 0.40649 0.53588 -2.39605 0.310
C -1.50006 0.68953 1.23681 0.059
N -0.29110 0.56993 1.91155 -0.330
O -1.73509 1.65461 0.54717 -0.463
H -2.22489 -0.10129 1.45762 0.382
H 0.18534 1.45034 2.07600 0.264
H 0.30910 -0.23719 1.91080 0.208
```